Entry 1:
The following is a quantum chemistry calculation of 9 unconnected molecules or ions with the total composition C46H82IN3O29, from OMol25.

Positions of all 161 atoms, in Å:
1 I -0.605 7.155 -3.276
2 O 4.044 3.075 11.899
3 O -7.721 2.375 0.602
4 O 2.792 -1.181 7.921
5 O 2.466 -0.581 10.074
6 O -8.402 0.484 -0.427
7 O 3.594 5.291 -1.471
8 O -2.344 -1.758 -11.831
9 O -3.917 2.450 -5.654
10 O -0.541 -2.139 -10.527
11 O 2.569 -6.812 7.554
12 O -2.707 -4.461 -2.334
13 O 3.275 -8.956 7.649
14 O 0.844 1.467 -4.299
15 O 4.242 5.206 12.180
16 O -0.540 -2.495 -12.757
17 O 3.963 4.043 0.374
18 O 3.598 -1.730 -4.475
19 O -6.317 1.026 -0.542
20 O -0.565 -0.898 -6.021
21 O 3.123 6.019 0.613
22 O -5.224 0.770 -6.419
23 O 1.964 -8.372 6.038
24 O -6.047 2.178 -4.986
25 O -1.892 3.558 0.059
26 O -2.970 -6.451 -3.126
27 O -1.148 -0.628 1.528
28 O -4.761 -5.396 -2.242
29 O 4.803 3.836 13.885
30 O 3.198 -2.568 9.656
31 N -1.283 1.659 1.229
32 N -1.110 2.171 2.528
33 N 4.241 1.340 -3.230
34 C -5.835 3.334 -4.166
35 C -3.055 -1.338 -10.665
36 C 2.818 -1.423 9.099
37 C -0.004 0.360 -6.344
38 C -0.951 0.348 0.877
39 C -0.211 2.118 -2.246
40 C -9.730 0.753 0.028
41 C 4.165 1.741 12.397
42 C 0.282 2.034 2.999
43 C 0.755 -0.148 -2.516
44 C -0.619 1.735 -0.968
45 C 0.460 1.135 -3.013
46 C -3.596 -5.431 -2.537
47 C -1.087 -2.132 -11.600
48 C -4.964 1.855 -5.696
49 C 2.174 -0.708 4.443
50 C -1.335 2.508 0.111
51 C -0.385 0.457 -0.491
52 C 0.821 -2.923 -12.657
53 C 4.592 6.320 13.003
54 C 4.403 4.020 12.767
55 C -3.812 -7.571 -3.405
56 C 4.460 3.007 -0.485
57 C 3.571 5.134 -0.278
58 C -0.540 5.794 -1.620
59 C 2.652 7.240 0.037
60 C 1.856 0.780 4.559
61 C -7.502 1.393 -0.056
62 C 2.033 0.701 9.615
63 C 4.010 -8.628 8.830
64 C 0.125 -1.997 -6.602
65 C -0.256 1.343 -5.235
66 C 0.308 4.575 -1.936
67 C 3.603 -3.572 8.717
68 C -0.356 -3.269 -5.931
69 C 1.193 -7.372 5.366
70 C -5.247 1.914 -0.217
71 C 2.600 -7.936 7.122
72 C -0.441 3.509 -2.766
73 C 1.558 -1.183 -3.274
74 C 3.710 0.045 -2.838
75 C 0.300 -0.492 -1.231
76 C -3.242 -3.292 -1.704
77 C -4.120 0.309 -7.203
78 C 0.393 1.080 4.183
79 C 2.839 -0.651 -3.894
80 H 1.132 -3.185 -13.664
81 H -4.052 -1.066 -10.999
82 H -0.147 1.540 5.010
83 H -6.754 3.516 -3.616
84 H 4.757 -7.866 8.618
85 H -5.619 4.205 -4.781
86 H -0.031 3.554 -3.769
87 H -1.497 3.748 -2.860
88 H 3.025 -2.493 -4.581
89 H -0.228 -4.125 -6.586
90 H -9.766 0.771 1.115
91 H -5.024 3.162 -3.461
92 H 1.851 -1.946 -2.554
93 H -0.472 2.336 -5.620
94 H 4.722 2.169 0.155
95 H -2.415 -2.595 -1.603
96 H -3.635 -3.533 -0.719
97 H 0.416 -6.983 6.020
98 H -5.427 2.906 -0.627
99 H -4.021 -2.846 -2.320
100 H -4.474 -0.569 -7.735
101 H -1.382 -3.172 -5.591
102 H -1.709 1.637 3.145
103 H -0.050 -2.036 -7.677
104 H -3.813 1.071 -7.918
105 H 3.121 0.183 -1.932
106 H -4.347 1.502 -0.666
107 H -4.228 -7.977 -2.485
108 H 0.903 -3.795 -12.012
109 H 0.906 -1.654 -4.008
110 H 3.340 -8.286 9.617
111 H 5.198 1.514 12.656
112 H 0.635 3.002 3.352
113 H 1.449 -2.119 -12.279
114 H -0.523 0.744 -7.230
115 H 0.737 -7.864 4.512
116 H -1.566 5.506 -1.447
117 H 5.342 3.337 -1.026
118 H 3.524 1.592 13.264
119 H -10.089 1.699 -0.373
120 H -10.349 -0.058 -0.344
121 H -4.614 -7.289 -4.084
122 H 0.684 4.139 -1.012
123 H 1.945 -1.061 3.439
124 H 2.498 1.337 3.879
125 H -0.123 0.146 3.957
126 H 5.643 6.275 13.283
127 H -1.140 1.009 -4.696
128 H 1.153 0.612 8.982
129 H 1.571 -1.248 5.166
130 H 1.816 7.052 -0.635
131 H 3.452 7.746 -0.499
132 H -3.281 0.032 -6.566
133 H 2.321 7.859 0.865
134 H -0.190 6.319 -0.741
135 H 3.881 -4.446 9.298
136 H 3.226 -0.873 4.650
137 H 2.782 -3.834 8.054
138 H 3.970 6.350 13.895
139 H -5.101 1.975 0.860
140 H 1.050 0.293 -6.612
141 H 4.413 7.208 12.405
142 H 1.832 -6.562 5.021
143 H 3.690 2.700 -1.181
144 H 4.503 -9.543 9.145
145 H -2.573 -0.473 -10.213
146 H 2.832 1.206 9.074
147 H 0.951 1.737 2.193
148 H 4.526 -0.629 -2.593
149 H -3.121 -2.150 -9.942
150 H 3.844 1.079 11.599
151 H -3.179 -8.317 -3.878
152 H 0.247 -3.478 -5.050
153 H 0.491 -1.463 -0.796
154 H 1.188 4.910 -2.481
155 H 1.193 -1.881 -6.402
156 H 2.040 1.096 5.582
157 H 2.635 0.047 -4.696
158 H 1.782 1.280 10.499
159 H 3.532 2.056 -3.197
160 H 4.460 -3.232 8.139
161 H 4.648 1.298 -4.153

## Properties
SMILES   CCCCNN1C(=O)c2cc(C[C@H](O)CN)c(OCCOCC)c(CCCI)c2C1=O.COC(=O)OC.COC(=O)OC.COC(=O)OC.COC(=O)OC.COC(=O)OC.COC(=O)OC.COC(=O)OC.COC(=O)OC
E   -4445.92808 Eh
Orbital gap   0.3259 Eh
E_HOMO   -9.186 eV

=====

Entry 2:
The following is a quantum chemistry calculation of 4 unconnected molecules or ions with the total composition C46H83BF7N4O3S3, from OMol25.

Positions of all 147 atoms, in Å:
1 S -2.731 4.792 3.477
2 S 0.942 1.394 -4.563
3 S -1.814 0.205 -4.742
4 F -5.727 3.162 4.573
5 F -6.172 5.377 2.987
6 F -3.297 5.498 5.952
7 F -3.144 3.283 5.744
8 F -7.237 5.607 4.927
9 F -5.396 6.794 4.530
10 F -5.589 4.420 6.415
11 O -3.424 1.010 0.306
12 O -3.287 5.915 2.675
13 O -1.332 5.185 3.856
14 N 5.589 -6.519 -1.713
15 N 5.585 5.414 -2.661
16 N -0.775 0.620 -2.322
17 N 0.890 -4.974 2.825
18 C -2.183 -1.310 -1.577
19 C -1.136 -0.114 5.082
20 C 3.636 3.949 -2.143
21 C -2.665 0.183 4.974
22 C -1.103 3.122 -0.064
23 C -5.954 5.550 4.337
24 C 6.702 -8.802 -1.436
25 C 0.613 3.104 -5.249
26 C -4.205 1.891 0.641
27 C -3.430 -3.450 -0.906
28 C 0.065 -0.342 5.151
29 C -5.735 1.668 0.215
30 C -8.024 0.543 0.221
31 C -3.908 3.185 1.460
32 C 5.775 7.962 -2.627
33 C -8.579 1.596 -0.694
34 C 5.339 -6.103 -0.338
35 C -6.290 2.726 -0.719
36 C -1.210 3.796 1.364
37 C 2.091 -6.482 4.405
38 C -6.586 0.552 0.706
39 C -3.606 4.428 5.068
40 C 6.769 -7.350 -1.910
41 C -0.364 3.986 -4.360
42 C 4.682 -7.112 0.605
43 C -1.916 3.691 -4.582
44 C 4.428 -6.970 -2.468
45 C -2.563 -2.777 -2.078
46 C -3.065 0.930 3.597
47 C 4.676 5.899 -5.003
48 C 5.600 5.098 -4.084
49 C -0.403 -6.943 1.828
50 C -7.700 2.726 -1.196
51 C 0.775 -5.969 1.767
52 C 4.292 5.315 -1.996
53 C -0.284 1.740 -0.070
54 C -1.985 1.975 3.087
55 C 0.957 -5.488 4.185
56 C -5.192 4.352 5.054
57 C 0.244 1.358 -1.524
58 C 6.351 6.591 -2.272
59 C -0.694 -0.860 -2.010
60 C 3.304 -5.943 -2.526
61 C -0.569 0.740 -3.750
62 C 0.023 -3.809 2.686
63 C -1.468 -3.997 2.962
64 B -2.507 3.285 2.277
65 H 6.999 -7.356 -2.982
66 H 3.663 5.987 -4.605
67 H 1.077 -0.805 5.014
68 H 2.841 -5.787 -1.548
69 H -3.935 4.059 0.718
70 H 7.560 -9.355 -1.830
71 H -9.660 1.607 -1.030
72 H 6.625 5.174 -4.461
73 H -0.169 3.934 -3.250
74 H -4.124 1.315 3.662
75 H -2.295 2.893 -3.865
76 H -2.076 3.050 -0.644
77 H 6.334 8.741 -2.100
78 H -0.826 0.904 0.454
79 H 4.601 5.397 -5.972
80 H -0.301 -1.452 -2.891
81 H -8.728 -0.266 0.590
82 H -0.449 3.822 -0.697
83 H -4.043 -2.601 -0.454
84 H 2.737 3.901 -1.523
85 H -4.777 3.359 2.161
86 H 5.859 8.173 -3.694
87 H 0.010 -5.952 4.495
88 H -2.712 -3.781 -0.092
89 H -1.953 -3.019 3.026
90 H 4.308 3.151 -1.818
91 H 4.735 -7.166 -3.500
92 H 3.819 -7.607 0.155
93 H 1.209 0.743 -1.477
94 H 1.698 -6.559 1.754
95 H -1.430 2.353 4.016
96 H 0.166 3.019 -6.291
97 H -1.335 -6.470 1.518
98 H 3.050 -6.060 4.093
99 H 6.746 -8.875 -0.349
100 H -3.166 -0.842 4.898
101 H 5.801 -9.312 -1.783
102 H -0.046 -0.968 -1.086
103 H 4.327 -6.594 1.501
104 H -1.657 -3.400 -2.337
105 H -2.901 -0.551 -2.001
106 H -1.961 -4.549 2.161
107 H -3.109 0.672 5.886
108 H -3.271 -2.685 -2.968
109 H 4.728 8.061 -2.334
110 H 5.062 6.900 -5.195
111 H 6.491 6.555 -1.186
112 H -2.130 3.390 -5.652
113 H 3.331 3.750 -3.173
114 H 1.129 -4.650 4.869
115 H -6.181 -0.233 1.399
116 H 1.621 3.625 -5.308
117 H 3.593 6.087 -2.345
118 H -0.542 -7.372 2.822
119 H -1.196 1.382 2.515
120 H 0.658 1.939 0.549
121 H -0.225 -7.774 1.139
122 H 6.274 -5.755 0.112
123 H 7.633 -6.866 -1.443
124 H 5.352 4.039 -4.200
125 H 4.709 -5.208 -0.364
126 H 0.768 -5.467 0.794
127 H 0.395 -3.031 3.361
128 H 5.387 -7.873 0.938
129 H -0.258 3.584 1.941
130 H 2.164 -6.732 5.466
131 H 2.521 -6.289 -3.205
132 H -1.310 4.921 1.197
133 H 0.560 2.344 -2.002
134 H -4.111 -4.276 -1.263
135 H 7.362 6.515 -2.686
136 H 4.435 5.488 -0.925
137 H 1.928 -7.416 3.860
138 H -3.092 0.086 2.826
139 H 3.667 -4.982 -2.897
140 H 0.145 -3.387 1.682
141 H -5.620 3.572 -1.057
142 H -2.202 -1.318 -0.438
143 H -2.480 4.642 -4.322
144 H -1.654 -4.513 3.907
145 H 4.028 -7.916 -2.077
146 H -0.198 5.077 -4.655
147 H -8.062 3.553 -1.860

## Properties
E   -4165.50396 Eh
Orbital gap   0.2847 Eh
Total charge   -1
E_HOMO   -6.269 eV

=====

Entry 3:
The following is a quantum chemistry calculation of 12 unconnected molecules or ions with the total composition C46H83BNO28S10, from OMol25.

Positions of all 169 atoms, in Å:
1 S 16.007 30.126 1.482
2 S 9.576 22.719 -1.569
3 S 14.092 26.657 -3.523
4 S 8.633 22.945 3.325
5 S 16.368 18.686 3.442
6 S 23.390 23.935 3.167
7 S 21.339 28.566 0.673
8 S 13.981 28.334 8.954
9 S 17.732 24.689 8.777
10 S 10.567 30.319 0.439
11 O 21.829 29.890 0.221
12 O 7.481 22.661 4.255
13 O 9.161 21.824 -0.520
14 O 10.265 31.276 -0.625
15 O 14.928 25.984 3.401
16 O 17.953 22.685 3.226
17 O 8.716 23.848 -1.924
18 O 18.929 24.925 1.632
19 O 14.439 24.573 1.476
20 O 21.262 28.264 2.104
21 O 12.821 26.977 3.370
22 O 14.881 27.602 9.804
23 O 17.275 25.874 9.498
24 O 23.318 23.273 1.849
25 O 14.547 25.683 -4.495
26 O 24.403 25.015 3.390
27 O 12.646 27.042 -3.511
28 O 18.550 23.668 9.459
29 O 16.123 19.414 2.207
30 O 9.504 21.870 2.809
31 O 16.786 29.711 0.325
32 O 14.564 30.453 1.363
33 O 15.551 17.529 3.838
34 O 13.515 29.697 9.236
35 O 12.229 25.318 1.156
36 O 15.962 23.765 3.159
37 O 16.694 25.556 1.796
38 O 10.687 30.833 1.820
39 N 15.609 22.632 -0.967
40 C 13.745 27.678 6.297
41 C 21.172 26.448 -0.873
42 C 21.096 23.390 4.436
43 C 18.198 18.368 3.724
44 C 16.137 28.171 -2.403
45 C 16.237 24.649 6.446
46 C 17.479 19.948 5.608
47 C 16.274 23.979 7.794
48 C 14.654 26.213 -1.835
49 C 17.174 29.650 3.808
50 C 7.895 23.924 1.960
51 C 16.259 28.865 2.844
52 C 13.360 25.341 1.725
53 C 9.190 25.671 3.254
54 C 10.158 27.714 0.047
55 C 20.008 27.359 -1.289
56 C 15.163 28.187 -3.583
57 C 12.563 27.286 8.520
58 C 18.602 19.619 4.601
59 C 22.181 22.665 5.251
60 C 14.700 28.365 7.276
61 C 9.282 28.966 0.422
62 C 12.021 29.283 -0.014
63 C 9.702 24.358 3.937
64 C 17.257 23.587 2.879
65 C 13.662 26.198 2.974
66 C 11.041 22.607 -3.776
67 C 15.287 27.497 -1.262
68 C 16.841 31.521 2.306
69 C 23.462 22.512 4.451
70 C 17.889 30.790 3.098
71 C 9.910 21.734 -3.117
72 C 17.743 24.820 5.955
73 C 22.260 27.266 -0.286
74 C 15.030 22.112 -0.093
75 C 17.718 24.763 2.010
76 C 19.722 28.257 -0.074
77 C 18.574 25.314 7.226
78 C 11.338 23.305 -1.415
79 C 11.378 28.166 -0.834
80 C 21.738 24.545 3.602
81 C 8.752 25.195 1.873
82 C 16.160 19.968 4.845
83 C 12.104 22.780 -2.682
84 C 14.370 21.420 1.007
85 C 12.383 27.597 7.042
86 B 15.494 24.997 2.437
87 H 16.528 22.926 7.669
88 H 10.589 27.215 0.915
89 H 16.630 27.959 2.364
90 H 17.418 19.308 6.487
91 H 15.227 29.290 7.042
92 H 10.351 20.817 -2.726
93 H 9.082 21.456 -3.769
94 H 14.652 28.280 -0.849
95 H 23.604 21.595 3.879
96 H 15.672 24.052 5.730
97 H 21.936 25.375 4.280
98 H 20.284 23.800 5.037
99 H 20.886 25.813 -0.035
100 H 12.150 27.420 -1.021
101 H 15.355 23.866 8.369
102 H 15.759 28.151 -4.496
103 H 19.571 24.877 7.288
104 H 9.622 24.971 1.255
105 H 16.073 31.975 2.932
106 H 15.914 27.197 -0.423
107 H 11.775 22.833 -0.535
108 H 8.407 26.152 3.841
109 H 21.197 24.937 2.741
110 H 22.865 26.754 0.463
111 H 13.285 21.501 0.934
112 H 6.955 24.303 2.359
113 H 18.383 31.469 3.793
114 H 11.825 26.738 6.669
115 H 18.137 17.494 4.373
116 H 15.988 20.904 4.314
117 H 14.408 28.972 -3.545
118 H 21.532 25.896 -1.742
119 H 20.234 27.954 -2.174
120 H 7.719 23.291 1.090
121 H 19.338 29.260 -0.256
122 H 11.323 24.380 -1.235
123 H 18.154 23.884 5.575
124 H 17.123 32.221 1.520
125 H 17.820 25.540 5.141
126 H 12.485 21.781 -2.472
127 H 19.526 19.404 5.138
128 H 16.635 30.044 4.669
129 H 14.519 20.353 0.845
130 H 22.878 27.749 -1.042
131 H 19.171 27.764 0.727
132 H 15.517 25.555 -1.936
133 H 12.976 23.323 -3.045
134 H 9.582 26.958 -0.486
135 H 20.615 22.636 3.814
136 H 10.723 23.599 -4.098
137 H 13.604 28.321 5.428
138 H 17.885 28.970 4.278
139 H 9.955 26.443 3.163
140 H 14.091 26.694 5.982
141 H 11.836 28.503 6.783
142 H 24.418 22.588 4.970
143 H 11.782 27.547 9.234
144 H 21.827 21.710 5.640
145 H 12.882 26.247 8.607
146 H 12.350 28.915 0.958
147 H 9.726 24.295 5.025
148 H 11.023 28.551 -1.790
149 H 8.872 28.814 1.420
150 H 19.123 26.824 -1.632
151 H 17.639 20.937 6.037
152 H 10.660 24.080 3.496
153 H 16.384 29.176 -2.062
154 H 18.699 26.389 7.357
155 H 15.500 27.631 7.371
156 H 13.898 25.655 -1.282
157 H 15.736 25.610 6.563
158 H 12.870 29.878 -0.351
159 H 17.032 27.609 -2.670
160 H 8.261 25.994 1.318
161 H 18.977 20.425 3.970
162 H 8.457 29.157 -0.265
163 H 18.837 18.164 2.865
164 H 22.370 23.264 6.141
165 H 15.269 28.581 3.200
166 H 11.502 22.083 -4.613
167 H 15.299 19.712 5.463
168 H 18.738 30.466 2.497
169 H 14.763 21.683 1.990

## Properties
E   -7970.88912 Eh
Multiplicity   2
Orbital gap (alpha / beta)   0.1127 / 0.2570 Eh
Total charge   -2
E_HOMO (alpha / beta)   -0.125 / -4.052 eV

=====

| no. | strongest force on any atom (eV/Å) |
| --- | --- |
| 1 | 1.2 |
| 2 | 6.2 |
| 3 | 6.0 |